The following is a quantum chemistry calculation of a structure of composition C28H28I2N2OSiTi at a distorted geometry, from the Open Molecules 2025 dataset.

Calculated values
**Max |F|**: 3.97 eV/Å
**LUMO (spin up / spin down)**: -3.59 / -3.73 eV
**Calculated total energy**: -81708.2582 eV
**HOMO energy (spin up / spin down)**: -0.3799 / -0.4025 Eh
**Charge**: +1
**2S+1**: 2
**Orbital gap (spin up / spin down)**: 6.751 / 7.224 eV

XYZ file:
```
63
Properties=species:S:1:pos:R:3:forces:R:3:mulliken_spin:R:1
I -5.598939 -1.687974 -4.757161 0.2 0.0 0.4 0.000
I -3.236919 -4.298992 0.180460 -0.2 0.3 -0.4 0.002
Ti -0.993196 0.136059 0.221104 2.2 1.0 2.6 0.826
Si 0.968862 1.077603 1.809811 0.3 0.1 -0.3 0.002
O -2.020625 -1.336276 0.332214 -1.2 -2.0 0.5 0.018
N 0.641922 0.537558 -0.966396 0.7 0.3 -0.9 -0.013
N -2.270573 0.765862 -1.071279 -2.4 1.7 -2.6 -0.044
C 0.976931 -3.138140 2.008935 0.2 0.1 -0.1 0.009
C 3.865581 1.031862 4.770151 0.1 0.0 0.1 0.000
C -0.764894 1.785294 1.490350 0.7 0.3 0.6 -0.030
C 2.833790 0.689987 3.918393 -0.2 0.0 -0.2 0.000
C 2.364163 1.596690 2.967879 -0.6 -0.1 -0.2 -0.002
C 1.331415 -1.825407 1.748362 0.1 -0.2 0.1 -0.001
C -3.491658 -2.625694 -1.073001 0.9 0.2 1.1 0.020
C 2.949014 2.861479 2.902312 -0.1 -0.1 -0.1 0.000
C 0.495057 -0.762571 2.103277 0.0 0.6 0.2 0.039
C 3.977253 3.205135 3.760291 0.1 0.1 0.0 0.000
C -3.811229 -0.310835 -2.667781 0.3 0.0 0.2 -0.032
C -0.696900 -1.070710 2.773991 0.2 0.0 0.4 -0.045
C -4.291588 -2.651586 -2.213419 -0.3 0.3 -0.5 -0.017
C -2.971256 -0.325395 -1.527703 -0.3 0.0 -0.2 0.017
C 4.439871 2.289403 4.692047 0.0 0.0 0.0 0.000
C -2.495453 1.937127 -1.691954 0.3 -0.7 0.7 0.108
C 1.652992 1.083321 -0.029584 0.3 0.1 1.1 0.017
C 1.380750 -0.428299 -3.734207 -0.1 0.0 0.1 0.001
C 0.581458 1.358901 -2.198459 0.1 0.3 -0.7 0.022
C -2.806051 -1.472476 -0.717589 -1.0 -0.8 -1.0 0.002
C -0.218647 -3.422110 2.650701 -0.2 0.3 0.1 -0.003
C -4.438645 -1.532083 -3.004628 -0.3 -0.4 -0.3 0.019
C -1.049196 -2.385280 3.044297 0.0 -0.1 0.1 0.011
C 0.500372 -1.215425 -2.750328 0.1 0.0 0.0 0.028
C -3.313546 2.039406 -2.808841 -0.5 -0.3 -0.5 -0.026
C 1.697357 0.959491 -3.159434 -0.2 0.0 0.0 0.001
C -3.945351 0.926509 -3.333361 0.4 0.3 0.5 0.075
C 0.914517 -0.884760 -1.314977 -0.1 -0.7 -0.5 -0.007
H -0.489089 -4.443788 2.867652 0.0 -0.1 0.0 0.000
H 2.643197 0.949104 -2.611888 0.0 0.1 -0.1 0.000
H -0.564400 -0.992408 -2.898665 0.2 -0.1 0.0 -0.004
H 2.311988 -0.964058 -3.918306 0.0 -0.1 0.0 0.000
H 2.299353 -1.615384 1.308422 0.0 0.0 -0.2 0.000
H 1.640372 -3.939916 1.722615 0.1 -0.1 0.0 0.000
H 5.243914 2.555543 5.359682 0.1 0.1 0.1 0.000
H 2.381668 -0.289814 3.980277 0.0 -0.1 0.1 0.000
H 2.593915 3.578630 2.175503 0.0 0.2 0.0 0.000
H -0.772304 2.775769 1.017931 0.1 -0.1 -0.1 0.001
H -3.448058 3.006222 -3.267251 0.0 0.1 0.0 0.000
H 0.653711 2.414094 -1.920787 -0.1 -0.2 0.1 -0.002
H 4.421066 4.187372 3.706117 0.0 0.1 0.0 0.000
H -1.375760 1.859461 2.395366 0.0 -0.1 -0.1 0.002
H 4.218460 0.315406 5.494581 0.1 -0.1 0.1 0.000
H -1.323983 -0.274731 3.167530 0.0 -0.1 -0.2 0.002
H -1.993164 2.808795 -1.287583 0.0 -0.1 0.0 0.002
H -4.557647 1.008829 -4.216041 -0.1 0.0 -0.1 0.004
H 0.861935 -0.338088 -4.687952 0.0 0.0 0.0 0.000
H -0.381926 1.215511 -2.697470 0.2 0.0 0.1 0.003
H -4.805665 -3.566097 -2.467990 0.0 0.0 -0.1 -0.001
H 1.990530 -1.095482 -1.230715 -0.2 0.0 0.3 -0.005
H -1.964678 -2.600111 3.575846 -0.1 0.0 0.0 0.000
H 1.786780 1.689860 -3.962021 0.1 0.1 0.1 0.000
H 1.854982 2.123593 -0.296009 -0.1 0.0 0.1 -0.001
H 2.607840 0.560488 -0.141341 0.0 0.0 0.1 0.000
H 0.382059 -1.550665 -0.604194 0.4 0.1 -0.2 -0.002
H 0.628265 -2.285807 -2.917783 -0.1 0.0 0.1 0.002
```
Forces are in eV/Å.